{"formula": "C14H27ClIN2O2P2Ru", "method": "wB97M-V/def2-TZVPD", "elements": ["C", "C", "H", "H", "H", "O", "I", "Ru", "P", "C", "C", "H", "H", "H", "H", "H", "H", "C", "H", "H", "H", "P", "C", "C", "H", "H", "H", "C", "H", "H", "H", "H", "H", "H", "Cl", "N", "C", "O", "C", "C", "C", "N", "C", "C", "H", "H", "H", "H", "H", "H"], "coordinates": [[1.7275, 3.0894, -0.8639], [1.5144, 2.9493, 0.5930], [0.8566, 3.2794, -1.4110], [2.1204, 2.0322, -1.1524], [2.4320, 3.8757, -1.0734], [0.3611, 2.4013, 0.6129], [2.9288, 1.6035, 1.3875], [0.0700, -1.1319, -1.9125], [1.0543, 2.2381, 3.0789], [-0.5714, 1.4866, 2.6973], [1.8345, 2.4180, 4.6915], [1.1181, 3.1738, 5.0611], [1.5546, 4.6453, 3.5636], [2.8023, 2.9004, 4.5435], [2.4153, 4.1309, 2.2085], [-0.7246, 0.5217, 3.1544], [1.8527, 1.6035, 5.4207], [1.4080, 4.0302, 2.6728], [-1.1828, 2.2798, 3.1557], [0.5419, 4.4205, 2.1368], [-0.8526, 1.4322, 1.6491], [1.9860, -1.6508, -2.6913], [0.6945, -2.9294, -3.1463], [2.0407, -0.2872, -3.9143], [4.1590, -1.5662, -2.1043], [3.7409, -3.2426, -2.3253], [3.2309, -2.4087, -0.8554], [3.4307, -2.3503, -1.8974], [3.0278, 0.1568, -3.7513], [1.9369, -0.6863, -4.9166], [1.2511, -3.5792, -3.8093], [-0.1699, -2.4250, -3.6320], [1.2385, 0.4223, -3.6634], [0.3856, -3.4186, -2.2055], [3.3340, 0.4511, -1.3986], [-5.5711, -3.4891, 0.8655], [-5.3113, -2.4997, -0.0445], [-6.1337, -2.1296, -0.8768], [-3.8964, -1.8768, -0.0025], [-2.8742, -2.2073, 0.9247], [-1.5478, -1.8780, 0.5565], [-1.2587, -1.0370, -0.4586], [-2.2456, -0.5387, -1.2307], [-3.5707, -1.0003, -1.0757], [-6.4813, -3.9518, 0.7978], [-4.8472, -3.9296, 1.4070], [-3.0767, -2.6599, 1.9202], [-0.5816, -2.1479, 1.0197], [-1.8126, 0.1591, -1.9081], [-4.3389, -0.6798, -1.7976]], "forces_ev_per_a": [[2.1, -0.9, -1.3], [-1.9, -1.2, -3.0], [-1.5, 0.4, -0.6], [-0.4, 1.9, -0.1], [0.6, 0.3, -0.1], [0.1, 1.1, -0.2], [0.5, -2.0, 1.8], [-0.5, 0.6, -1.2], [3.2, 1.1, -0.1], [0.0, 0.7, 1.0], [-1.5, -0.7, 1.1], [0.4, -0.1, 0.5], [-0.6, -0.3, 0.4], [-0.1, -0.2, -0.1], [-1.1, 0.0, 0.0], [0.1, -0.1, 0.6], [0.1, 0.0, -0.4], [-0.6, 0.6, 0.5], [-0.4, -0.4, 0.1], [0.5, 0.5, -0.2], [0.3, 0.0, 0.3], [0.9, 0.1, 0.8], [0.8, 1.0, 0.4], [0.8, -1.1, -0.1], [0.4, -0.5, 0.3], [0.4, -1.9, -0.7], [-0.1, -0.1, 0.8], [0.0, 1.7, -1.2], [-0.4, 0.2, -0.4], [-0.2, 0.1, -0.3], [-0.5, -0.5, -0.4], [0.0, -0.6, -0.5], [0.2, -0.1, -0.1], [0.2, -0.5, -0.4], [0.1, 0.6, 0.9], [0.1, 0.6, -0.6], [-1.4, -0.2, -0.2], [1.6, -0.1, 1.1], [0.7, 0.3, -0.6], [0.5, 0.3, -0.3], [0.2, 0.6, 0.5], [-1.5, -0.6, 2.0], [-1.3, -1.3, 1.5], [0.6, 0.3, -0.3], [0.5, 0.3, 0.0], [-0.1, 0.0, 0.0], [0.2, 0.0, -1.1], [-1.2, -0.4, 0.5], [-0.9, 0.9, -1.1], [0.2, -0.3, 0.6]], "lowdin_spin": [0.16, 0.53, 0.00, 0.01, 0.02, 0.75, 0.31, 1.82, 0.03, 0.03, 0.00, 0.00, 0.01, 0.00, 0.01, 0.00, 0.00, 0.05, 0.00, 0.01, 0.01, -0.05, 0.03, 0.01, 0.00, 0.00, 0.00, 0.00, 0.00, 0.00, 0.00, 0.00, 0.00, 0.01, 0.04, 0.00, 0.00, 0.01, 0.02, 0.00, 0.03, 0.05, 0.04, 0.01, 0.00, 0.00, 0.00, 0.00, 0.02, 0.00], "total_charge": 3, "multiplicity": 5, "e_tot_ha": -2343.713354, "relative_energy_kcal_mol": 142.35, "homo_lumo_gap_ev": [6.42, 4.52]}

{"formula": "C14H27F11N2O5PS2TeZn", "method": "wB97M-V/def2-TZVPD", "elements": ["Zn", "F", "C", "F", "F", "S", "O", "O", "N", "S", "O", "O", "C", "F", "F", "F", "C", "C", "C", "C", "P", "N", "C", "C", "C", "C", "C", "C", "C", "C", "H", "H", "H", "H", "H", "H", "H", "H", "H", "H", "H", "H", "H", "H", "H", "H", "H", "H", "H", "H", "H", "H", "H", "H", "H", "H", "H", "F", "Te", "F", "F", "F", "F", "O"], "coordinates": [[-1.6420, 1.3906, 0.9293], [-3.1167, -3.4505, 2.4576], [-3.4877, -2.4823, 1.5923], [-3.8564, -3.1269, 0.4458], [-4.5729, -1.8878, 2.0798], [-2.0401, -1.3332, 1.0981], [-2.9529, -0.1615, 0.7339], [0.5235, -3.0431, 1.4820], [-1.5743, -1.2286, 2.6593], [-1.0110, -0.0300, 3.4154], [0.3664, -0.0852, 3.8048], [-1.4708, 1.3038, 2.9478], [-1.9262, -0.1660, 5.0144], [-1.6928, 0.9169, 5.7690], [-1.5201, -1.2408, 5.7027], [-3.2425, -0.2636, 4.8248], [2.3520, 1.4776, 1.0263], [2.1134, 1.1704, -0.4631], [3.4640, 0.9175, -1.1390], [1.5242, 2.4522, -1.0720], [0.8034, -0.2036, -0.5804], [-0.3108, 0.0532, 0.4653], [0.1359, -0.2354, -2.3608], [-0.5984, -1.5582, -2.6183], [-0.9546, 0.8406, -2.4883], [1.1638, -0.0401, -3.4753], [1.6789, -1.8445, -0.2826], [0.6819, -2.9729, 0.0803], [2.4997, -2.3226, -1.4921], [2.6170, -1.7013, 0.9205], [2.7269, 2.5006, 1.1138], [3.0937, 0.8192, 1.4721], [1.4356, 1.3963, 1.6072], [4.0709, 1.8220, -1.0308], [3.3739, 0.7118, -2.2073], [4.0218, 0.1035, -0.6738], [2.1959, 3.2798, -0.8277], [0.5433, 2.6971, -0.6651], [1.4535, 2.4068, -2.1581], [-1.3736, -1.7306, -1.8699], [0.0627, -2.4250, -2.6545], [-1.0968, -1.4874, -3.5894], [-1.7474, 0.6807, -1.7618], [-1.4031, 0.7500, -3.4825], [-0.5901, 1.8568, -2.3802], [1.9651, -0.7834, -3.4526], [1.6145, 0.9512, -3.4522], [0.6519, -0.1380, -4.4374], [-0.2839, -2.8291, -0.3944], [-0.2548, -3.5728, 1.6899], [1.1056, -3.9170, -0.2948], [1.8705, -2.6908, -2.3062], [3.1326, -3.1539, -1.1693], [3.1520, -1.5472, -1.8941], [2.1254, -1.2241, 1.7664], [3.5119, -1.1423, 0.6500], [2.9295, -2.6990, 1.2393], [-3.5751, 2.7865, -1.3654], [-3.1020, 4.0103, -0.0333], [-3.9321, 2.9052, 1.2283], [-2.8870, 5.3350, 1.2594], [-4.7866, 4.7518, -0.3157], [-2.4774, 5.1905, -1.3373], [-1.4815, 3.2408, 0.2501]], "forces_ev_per_a": [[0.7, 0.2, -0.4], [0.0, 0.2, -0.2], [0.0, -0.2, -0.3], [0.0, 0.2, 0.2], [0.2, 0.0, 0.0], [-0.7, -0.1, 0.7], [0.2, -0.2, 0.0], [-0.1, -0.2, 0.1], [-0.2, -0.1, -0.2], [0.2, 0.4, 0.1], [0.0, 0.0, 0.0], [0.0, -0.4, 0.1], [0.0, 0.0, 0.2], [0.0, -0.1, -0.1], [0.0, 0.1, -0.1], [0.1, 0.0, 0.0], [0.1, 0.0, 0.0], [0.0, 0.0, -0.1], [0.1, -0.1, 0.0], [0.0, 0.0, -0.1], [0.0, 0.2, 0.1], [0.0, 0.0, 0.0], [0.0, 0.0, 0.0], [0.0, -0.1, 0.1], [0.0, 0.0, -0.1], [0.2, 0.0, -0.1], [0.1, 0.0, -0.1], [0.0, 0.0, -0.1], [0.0, 0.0, 0.0], [0.2, 0.0, 0.0], [0.0, 0.0, 0.0], [0.0, 0.0, 0.0], [0.0, 0.0, 0.0], [0.0, 0.0, 0.0], [0.0, 0.0, 0.1], [0.0, 0.1, -0.1], [0.0, 0.0, 0.0], [0.0, 0.0, 0.0], [0.0, 0.0, 0.0], [0.0, 0.0, 0.0], [-0.1, 0.1, 0.0], [0.0, 0.0, 0.0], [0.0, 0.0, 0.1], [0.0, 0.0, 0.0], [0.0, 0.0, 0.0], [-0.1, 0.1, -0.1], [0.0, -0.1, 0.0], [0.0, 0.0, 0.0], [-0.1, 0.0, -0.1], [0.1, 0.2, 0.0], [0.0, 0.0, 0.0], [0.2, 0.0, 0.1], [0.0, 0.0, 0.0], [0.0, -0.1, 0.1], [0.0, 0.0, 0.0], [-0.1, -0.1, 0.1], [0.0, 0.0, 0.0], [-0.1, 0.1, 0.0], [0.3, 0.1, -0.1], [-0.1, 0.0, 0.0], [-0.1, -0.1, -0.1], [0.2, 0.0, 0.0], [-0.1, -0.1, 0.1], [-0.5, -0.1, 0.1]], "nbo_charge": [1.74, -0.34, 0.75, -0.36, -0.32, 1.47, -1.08, -0.72, -1.23, 2.28, -0.92, -1.06, 0.72, -0.32, -0.32, -0.31, -0.62, -0.35, -0.62, -0.62, 1.92, -1.78, -0.37, -0.61, -0.62, -0.62, -0.40, -0.06, -0.62, -0.62, 0.20, 0.21, 0.25, 0.21, 0.21, 0.20, 0.20, 0.24, 0.19, 0.22, 0.20, 0.21, 0.23, 0.20, 0.22, 0.21, 0.21, 0.20, 0.18, 0.48, 0.15, 0.20, 0.21, 0.21, 0.26, 0.19, 0.21, -0.62, 3.44, -0.63, -0.62, -0.61, -0.62, -1.26], "total_charge": -1, "e_tot_ha": -5319.101983, "relative_energy_kcal_mol": 16.85, "homo_lumo_gap_ev": 7.34}

{"formula": "C14H27F2N3O5", "method": "wB97M-V/def2-TZVPD", "elements": ["C", "N", "C", "O", "C", "N", "C", "C", "O", "C", "C", "O", "H", "H", "H", "H", "H", "H", "H", "H", "H", "H", "H", "H", "H", "H", "C", "C", "C", "C", "C", "N", "C", "O", "O", "C", "F", "F", "H", "H", "H", "H", "H", "H", "H", "H", "H", "H", "H", "H", "H"], "coordinates": [[5.4663, 0.4178, 0.7189], [4.3402, 1.2769, 0.3600], [3.1481, 1.0000, -0.1887], [2.4026, 1.9536, -0.3778], [2.6302, -0.4114, -0.5594], [3.4313, -1.5749, -0.1359], [4.3744, -2.1440, -0.8840], [5.0254, -3.3862, -0.3251], [4.7263, -1.6994, -1.9673], [1.1839, -0.5713, -0.0596], [0.5025, -1.8358, -0.5849], [1.1717, -0.6123, 1.3521], [5.8889, -0.0413, -0.1771], [5.1519, -0.3510, 1.4257], [6.2432, 1.0211, 1.1913], [4.4741, 2.2653, 0.5134], [2.5850, -0.4192, -1.6485], [3.1853, -2.0037, 0.7430], [5.4385, -3.1712, 0.6584], [5.8239, -3.6968, -0.9983], [4.2816, -4.1776, -0.2537], [0.5918, 0.2788, -0.3923], [0.5471, -1.8495, -1.6738], [0.9892, -2.7277, -0.1905], [-0.5420, -1.8391, -0.2758], [1.2869, 0.2980, 1.6483], [-4.2751, 1.4202, -1.7817], [-3.3622, 1.8388, -0.6092], [-1.9186, 1.4092, -0.9411], [-3.8765, 1.2045, 0.7204], [-3.8084, -0.3443, 0.8004], [-5.1354, -0.8231, 1.2636], [-2.6249, -0.8733, 1.6640], [-2.7201, -2.0031, 2.1214], [-1.5281, -0.1013, 1.8390], [-3.3896, 3.3881, -0.4972], [-4.6454, 3.8406, -0.2314], [-2.5587, 3.8284, 0.4872], [-4.1927, 0.3512, -1.9951], [-5.3226, 1.6411, -1.5516], [-4.0022, 1.9645, -2.6916], [-1.8486, 0.3296, -1.0969], [-1.5730, 1.9021, -1.8556], [-1.2390, 1.6861, -0.1292], [-4.9187, 1.5153, 0.8511], [-3.3294, 1.6335, 1.5657], [-3.6452, -0.7555, -0.1974], [-5.4003, -0.3590, 2.1326], [-5.1115, -1.8366, 1.4027], [-0.8630, -0.6739, 2.2593], [-3.0593, 3.8178, -1.4477]], "forces_ev_per_a": [[-0.2, -0.1, -0.2], [1.1, -0.5, 0.5], [-0.5, 0.5, 0.2], [-0.6, -0.3, -0.3], [0.4, -0.4, 0.0], [-1.3, 1.1, 0.7], [1.1, -0.4, -1.3], [-0.1, 0.1, 0.0], [-0.2, 0.2, 0.1], [-0.3, -0.3, -0.6], [0.4, 0.3, 0.2], [0.1, 0.0, 0.7], [0.1, -0.1, 0.1], [0.2, 0.0, 0.0], [-0.2, 0.0, -0.1], [-0.2, -0.1, -0.1], [0.2, 0.0, -0.1], [-0.1, 0.1, 0.0], [0.0, -0.2, 0.2], [-0.1, 0.1, 0.1], [0.0, -0.1, 0.2], [0.2, 0.2, -0.1], [0.0, -0.1, 0.0], [-0.1, -0.1, -0.1], [0.0, 0.0, 0.0], [0.0, 0.0, 0.1], [-0.1, 0.4, 0.3], [-0.1, -0.3, 0.2], [0.0, 0.4, 0.3], [0.3, 0.3, -0.2], [-0.4, 1.0, 0.6], [0.9, -0.2, -0.3], [-0.9, -1.4, 0.2], [0.6, 1.2, -0.3], [-1.0, -0.4, -0.3], [0.2, -1.2, -0.6], [0.0, 0.1, 0.2], [-0.2, 0.0, 0.1], [0.0, 0.1, 0.1], [0.1, 0.0, -0.1], [0.0, -0.1, 0.0], [-0.1, 0.1, 0.0], [0.0, -0.1, 0.0], [-0.1, -0.1, -0.1], [0.1, -0.2, -0.1], [0.1, 0.0, -0.1], [0.1, -0.1, 0.0], [0.2, -0.3, -0.2], [0.0, 0.5, 0.2], [0.1, 0.1, -0.1], [0.0, 0.2, 0.1]], "nbo_charge": [-0.42, -0.60, 0.66, -0.65, -0.17, -0.62, 0.68, -0.71, -0.64, 0.10, -0.63, -0.75, 0.21, 0.20, 0.21, 0.41, 0.26, 0.41, 0.22, 0.25, 0.23, 0.21, 0.22, 0.21, 0.22, 0.48, -0.62, -0.08, -0.63, -0.42, -0.15, -0.82, 0.77, -0.61, -0.69, 0.58, -0.35, -0.35, 0.21, 0.22, 0.21, 0.21, 0.22, 0.23, 0.23, 0.23, 0.21, 0.36, 0.38, 0.52, 0.12], "total_charge": 0, "smiles": "CNC(=O)[C@@H](NC(C)=O)[C@@H](C)O.CC(C)(C[C@H](N)C(=O)O)C(F)F", "e_tot_ha": -1289.923412, "homo_lumo_gap_ev": 10.14}

no.,molecular weight (g mol⁻¹)
1,580.757
2,800.455
3,355.382